Here is the molecule C6H7Cl2N3S at a distorted geometry from the OMol25 dataset. Energies are from wB97M-V/def2-TZVPD.

Geometry as XYZ:
```
19
Properties=species:S:1:pos:R:3:lowdin_charge:R:1
Cl 1.165 -0.229 -2.637 0.57
C 0.585 -1.277 -1.252 -1.06
C -0.598 -2.234 -1.352 -0.09
C -0.645 -1.033 -0.555 -0.40
C -1.632 0.191 -0.991 -0.30
H -2.375 0.107 -0.512 -0.05
H -1.396 0.424 -2.093 0.10
S -0.757 1.580 -0.258 0.98
C -0.931 1.292 1.418 -0.78
N -1.478 0.382 2.017 0.06
C -1.249 0.456 3.418 -0.18
N -0.802 1.586 3.583 0.04
N -0.649 2.336 2.295 0.07
H 0.034 3.117 2.377 0.15
H -1.841 -0.111 4.057 0.10
H -0.425 -1.240 0.422 0.08
H -0.531 -3.079 -1.191 -0.04
H -1.027 -2.100 -2.513 0.19
Cl 1.998 -2.040 -0.372 0.58
```

Highest occupied orbital energy, eV: -9.080
Charge: 0
Multiplicity: 1
ΔE to the lowest compared entry with this formula, charge and spin, eV: 5.2545
LUMO energy, eV: 0.6

***

Here is the ion C6H7Cl2NP with charge +1 at a distorted geometry from the OMol25 dataset. Energies are from wB97M-V/def2-TZVPD.

Geometry as XYZ:
```
17
Properties=species:S:1:pos:R:3:lowdin_charge:R:1
C -0.514 -1.402 -1.375 -0.03
C 0.880 -1.264 -1.813 -0.09
C -1.176 -0.756 -0.405 0.01
C 1.850 -0.545 -1.399 0.35
C -0.734 0.265 0.550 -0.37
C -1.736 0.691 1.560 -0.01
N 0.436 0.744 0.475 -0.23
P 1.409 1.806 1.340 0.12
Cl 2.277 2.706 -0.225 0.25
Cl 2.787 0.451 1.895 0.24
H -1.066 -2.146 -1.934 0.12
H 1.114 -1.915 -2.664 0.16
H -2.217 -1.033 -0.286 0.13
H 2.708 0.012 -1.121 0.04
H -2.538 1.227 1.050 0.11
H -2.184 -0.180 2.037 0.11
H -1.296 1.339 2.313 0.07
```

Highest occupied orbital energy (alpha / beta), eV: -12.980 / -12.979
Charge: +1
Multiplicity: 1
ΔE to the lowest compared entry with this formula, charge and spin, eV: 3.5113
LUMO energy (alpha / beta), eV: -6.3 / -6.3

***

Here is a cluster of 2 separate species, C6H7ClF2N3 in total at a distorted geometry from the OMol25 dataset. Energies are from wB97M-V/def2-TZVPD.

Geometry as XYZ:
```
19
Properties=species:S:1:pos:R:3:lowdin_charge:R:1
C 0.262 0.209 1.553 0.06
C 0.934 0.126 0.366 -0.16
C 0.104 -0.312 -1.880 0.10
C -0.239 -0.608 -3.126 -0.64
C 2.280 0.440 -0.055 -0.01
C -2.152 -0.213 2.296 0.08
N -1.196 -0.508 0.114 0.19
N -1.040 -0.121 1.323 -0.11
N -0.079 -0.313 -0.540 -0.02
F 0.571 1.755 -1.958 -0.25
F 0.133 0.098 -4.134 0.14
Cl -0.881 -2.186 -3.609 0.78
H 0.459 0.684 2.536 0.17
H 2.713 -0.006 -0.887 0.07
H 2.599 1.509 -0.075 0.13
H 2.923 0.030 0.814 0.14
H -1.862 0.397 3.178 0.13
H -2.963 0.190 1.735 0.10
H -2.565 -1.171 2.350 0.09
```

Highest occupied orbital energy (alpha / beta), eV: -14.701 / -14.702
Charge: +1
Multiplicity: 1
ΔE to the lowest compared entry with this formula, charge and spin, eV: 0.7556
LUMO energy (alpha / beta), eV: -6.3 / -6.3

***

Here is the ion C6H7ClFN2O2 with charge -1 at a distorted geometry from the OMol25 dataset. Energies are from wB97M-V/def2-TZVPD.

Geometry as XYZ:
```
19
Properties=species:S:1:pos:R:3:lowdin_charge:R:1
C -0.751 -0.354 -0.443 -0.08
C 0.515 -0.943 -0.226 -0.28
C 1.829 1.455 -0.434 -0.73
C 1.587 -0.187 0.079 -0.54
C -2.344 1.378 -0.054 -0.03
C 0.708 -2.404 0.041 -0.25
N -0.418 1.336 1.245 0.08
N -1.053 0.746 0.273 -0.29
O 2.956 1.813 -0.157 -0.06
O 0.869 1.974 -0.987 -0.03
F -0.471 -3.055 0.249 -0.05
Cl 3.041 -0.943 0.534 0.71
H -1.378 -0.602 -1.261 0.11
H -2.684 2.003 0.680 0.04
H -2.206 2.020 -0.949 0.11
H -3.090 0.603 -0.151 0.08
H 1.330 -2.610 0.830 0.04
H 1.252 -2.921 -0.816 0.13
H 0.308 0.694 1.545 0.04
```

Highest occupied orbital energy (alpha / beta), eV: -3.526 / -3.522
Charge: -1
Multiplicity: 1
ΔE to the lowest compared entry with this formula, charge and spin, eV: 0.1883
LUMO energy (alpha / beta), eV: 3.4 / 3.4

***

Here is the molecule C6H7ClN2O3 at a distorted geometry from the OMol25 dataset. Energies are from wB97M-V/def2-TZVPD.

Geometry as XYZ:
```
19
Properties=species:S:1:pos:R:3:lowdin_charge:R:1
C 0.248 1.629 0.894 0.01
C -0.960 1.191 0.580 0.04
C 0.863 -1.320 0.201 -0.06
C 1.644 -0.268 0.048 -0.53
C 1.426 1.236 0.039 -0.42
C -0.619 -1.431 0.058 -0.25
N -1.377 -2.403 0.032 0.20
N -1.226 -0.022 -0.305 -0.35
O -0.712 0.038 -1.471 -0.08
O -2.642 -0.188 -0.135 0.01
O 1.335 1.756 -1.259 0.03
Cl 3.349 -0.716 -0.029 0.69
H 0.410 2.577 1.370 0.12
H -1.890 1.532 1.142 0.15
H 1.210 -2.334 0.248 0.10
H 2.306 1.701 0.551 0.14
H -0.970 -3.292 -0.038 0.07
H -2.895 -1.072 -0.470 0.10
H 0.499 1.385 -1.454 0.03
```

Highest occupied orbital energy, eV: -9.646
Charge: 0
Multiplicity: 1
ΔE to the lowest compared entry with this formula, charge and spin, eV: 5.9713
LUMO energy, eV: -0.3

***

Here is the molecule C6H7ClO at a distorted geometry from the OMol25 dataset. Energies are from wB97M-V/def2-TZVPD.

Geometry as XYZ:
```
15
Properties=species:S:1:pos:R:3:lowdin_charge:R:1
C 1.519 -1.309 -0.739 -0.09
C 0.308 -1.303 0.214 -0.21
C -0.436 -0.030 0.179 -0.26
C -1.655 0.245 -0.311 -0.09
C -0.962 2.120 0.497 -0.75
C 0.008 1.185 0.729 -0.04
H 1.234 -0.953 -1.711 0.07
H 2.030 -2.262 -0.747 0.06
H 2.258 -0.534 -0.465 0.08
H 0.626 -1.503 1.282 0.13
H -0.383 -2.132 -0.030 0.12
H -2.348 -0.256 -0.945 0.13
H 0.940 1.498 1.121 0.11
O -2.018 1.506 -0.078 0.00
Cl -1.119 3.727 1.004 0.74
```

Highest occupied orbital energy, eV: -8.544
Charge: 0
Multiplicity: 1
ΔE to the lowest compared entry with this formula, charge and spin, eV: 1.0302
LUMO energy, eV: 0.9

***

Here is the molecule C6H7ClS at a distorted geometry from the OMol25 dataset. Energies are from wB97M-V/def2-TZVPD.

Geometry as XYZ:
```
15
Properties=species:S:1:pos:R:3:lowdin_charge:R:1
C 1.204 -1.135 -0.082 -0.59
C -0.172 -0.729 0.384 -0.36
C -0.804 0.258 1.312 -0.40
C -1.675 0.674 -1.443 -0.44
C -0.535 0.145 -1.881 -0.14
C 0.465 -0.039 -0.788 -0.31
H 1.260 -2.147 -0.492 0.11
H -0.906 -1.499 0.099 0.15
H -1.336 -0.227 2.185 0.10
H -0.111 0.989 1.696 0.07
H -2.523 0.906 -2.105 0.07
H -0.381 -0.082 -2.921 0.10
H 0.878 0.957 -0.462 0.15
S -2.081 1.104 0.240 0.88
Cl 2.677 -0.682 0.773 0.62
```

Highest occupied orbital energy, eV: -8.460
Charge: 0
Multiplicity: 1
ΔE to the lowest compared entry with this formula, charge and spin, eV: 1.5840
LUMO energy, eV: 0.9

***

Here is a structure of composition C6H7CoO6 at a distorted geometry from the OMol25 dataset. Energies are from wB97M-V/def2-TZVPD.

Geometry as XYZ:
```
20
Properties=species:S:1:pos:R:3:lowdin_charge:R:1
O 0.086 0.198 1.597 -0.10
O -1.832 -0.743 0.745 -0.01
C -2.648 0.381 0.466 -0.14
C -1.963 0.985 -0.753 -0.13
O -0.586 0.703 -0.512 -0.15
C -0.496 -0.380 0.560 -0.66
H -3.667 0.033 0.266 0.14
H -2.658 1.078 1.318 0.13
H -2.113 2.067 -0.845 0.13
H -2.278 0.486 -1.680 0.13
Co 0.887 1.550 0.535 1.05
O 2.873 1.859 0.250 -0.05
O 2.343 -0.207 0.001 -0.04
C 1.685 -1.302 -0.413 -0.08
C 0.272 -1.567 -0.048 -0.06
O 4.507 0.300 -0.100 0.12
C 3.378 0.717 0.009 -0.69
H 2.271 -1.850 -1.150 0.12
H -0.292 -1.917 -0.927 0.14
H 0.232 -2.391 0.679 0.14
```

Highest occupied orbital energy (alpha / beta), eV: -7.175 / -9.895
Charge: 0
⟨S²⟩: 6.011
Multiplicity: 5
ΔE to the lowest compared entry with this formula, charge and spin, eV: 0.0186
LUMO energy (alpha / beta), eV: -0.6 / -1.4

***

Here is a structure of composition C6H7CuLiO6 at a distorted geometry from the OMol25 dataset. Energies are from wB97M-V/def2-TZVPD.

Geometry as XYZ:
```
21
Properties=species:S:1:pos:R:3:lowdin_charge:R:1
Li 1.690 0.101 -1.429 0.75
O 0.248 -1.086 -2.089 0.03
O -0.218 -2.362 -0.288 0.02
C 1.175 -2.647 0.077 -0.09
C 1.728 -1.591 1.010 -0.27
O 1.769 -0.329 0.425 -0.37
C -0.487 -1.608 -1.289 -0.21
H 1.140 -3.625 0.567 0.15
H 1.753 -2.722 -0.854 0.14
H 2.738 -1.937 1.296 0.14
H 1.128 -1.601 1.938 0.14
Cu 1.172 1.327 0.933 0.98
O 1.020 1.941 -0.989 -0.08
O -0.617 2.240 0.402 -0.10
C -1.976 2.263 0.659 -0.17
C -2.721 1.155 0.548 0.08
O -0.794 3.066 -1.723 0.19
C -0.100 2.535 -0.902 -0.65
H -2.352 3.264 0.866 0.14
H -3.560 1.019 1.231 0.08
H -2.735 0.596 -0.389 0.09
```

Highest occupied orbital energy (alpha / beta), eV: -12.957 / -12.982
Charge: +1
⟨S²⟩: 2.006
Multiplicity: 3
LUMO energy (alpha / beta), eV: -5.0 / -7.5

***

Here is the molecule C6H7F at a distorted geometry from the OMol25 dataset. Energies are from wB97M-V/def2-TZVPD.

Geometry as XYZ:
```
14
Properties=species:S:1:pos:R:3:lowdin_charge:R:1
C -1.956 0.408 0.004 -0.18
C -0.509 0.010 -0.011 -0.23
C -0.052 -1.241 0.010 -0.04
C 1.447 -1.222 0.015 -0.07
C 1.853 0.080 0.023 -0.11
C 0.654 0.978 0.004 -0.16
H -2.119 1.062 0.832 0.12
H -2.107 1.024 -0.833 0.11
H -0.671 -2.158 -0.016 0.12
H 2.092 -2.071 -0.009 0.08
H 2.885 0.463 -0.058 0.10
H 0.623 1.648 -0.871 0.13
H 0.631 1.709 0.896 0.15
F -2.770 -0.690 0.013 -0.02
```

Highest occupied orbital energy, eV: -8.504
Charge: 0
Multiplicity: 1
ΔE to the lowest compared entry with this formula, charge and spin, eV: 0.1907
LUMO energy, eV: 1.1

***

Here is the molecule C6H7FIN at a distorted geometry from the OMol25 dataset. Energies are from wB97M-V/def2-TZVPD.

Geometry as XYZ:
```
16
Properties=species:S:1:pos:R:3:lowdin_charge:R:1
C 0.957 -0.205 -1.402 -0.04
C 0.620 -1.766 0.420 -0.23
C 0.278 0.808 -0.793 -0.37
C 0.394 -1.498 -1.135 -0.22
C -0.649 0.726 0.320 -0.66
C -0.723 1.689 1.402 -0.19
N 0.209 -1.011 1.322 0.14
F 0.709 2.053 -0.966 0.06
I -2.565 -0.111 -0.160 0.93
H 1.840 -0.169 -1.992 0.12
H 1.056 -2.623 0.792 0.08
H -0.660 -1.530 -1.340 0.01
H 0.770 -2.475 -1.546 0.12
H -1.326 1.430 2.315 0.10
H -1.221 2.527 1.135 0.03
H 0.311 2.154 1.629 0.13
```

Highest occupied orbital energy (alpha / beta), eV: -8.630 / -8.628
Charge: 0
Multiplicity: 1
ΔE to the lowest compared entry with this formula, charge and spin, eV: 2.5186
LUMO energy (alpha / beta), eV: 0.1 / 0.1

***

Here is the molecule C6H7FN2 at a distorted geometry from the OMol25 dataset. Energies are from wB97M-V/def2-TZVPD.

Geometry as XYZ:
```
16
Properties=species:S:1:pos:R:3:lowdin_charge:R:1
C -2.393 1.362 -0.378 -0.04
C -1.694 0.429 -0.938 -0.01
C -2.819 0.835 0.962 -0.12
C -0.036 -0.929 0.460 -0.09
C -1.457 -0.667 0.085 -0.36
C 2.213 -0.595 0.207 -0.19
N -2.262 -0.271 1.283 0.12
N 0.921 -0.513 -0.242 -0.01
F -1.981 -1.998 -0.405 -0.05
H -2.699 2.222 -0.925 0.10
H -1.166 0.580 -1.802 0.09
H -3.588 1.416 1.641 0.15
H 0.108 -1.221 1.456 0.11
H 2.873 -1.179 -0.496 0.09
H 2.391 -1.342 1.095 0.10
H 2.595 0.480 0.441 0.12
```

Highest occupied orbital energy, eV: -9.929
Charge: 0
Multiplicity: 1
ΔE to the lowest compared entry with this formula, charge and spin, eV: 2.4432
LUMO energy, eV: -0.3

***

Here is the molecule C6H7FO at a distorted geometry from the OMol25 dataset. Energies are from wB97M-V/def2-TZVPD.

Geometry as XYZ:
```
15
Properties=species:S:1:pos:R:3:lowdin_charge:R:1
C 0.523 1.466 -0.471 -0.21
C 0.908 0.002 -0.683 -0.20
C -0.235 -0.805 0.022 -0.28
C -1.090 -1.516 -0.694 0.08
C -0.009 -0.654 1.517 -0.05
C 0.575 -0.619 2.649 0.11
H -1.439 1.088 -0.408 0.11
H 1.171 2.394 -0.843 0.17
H 0.483 1.626 0.663 0.12
H 1.808 -0.257 -0.234 0.12
H -1.745 -2.319 -0.370 0.07
H -1.300 -1.319 -1.756 0.09
H 0.328 -0.511 3.721 0.04
O -0.820 1.657 -0.974 -0.11
F 0.841 -0.234 -2.139 -0.06
```

Highest occupied orbital energy, eV: -9.850
Charge: 0
Multiplicity: 1
ΔE to the lowest compared entry with this formula, charge and spin, eV: 4.1540
LUMO energy, eV: 0.0

***

Here is a cluster of 2 separate species, C6H7IO2S in total at a distorted geometry from the OMol25 dataset. Energies are from wB97M-V/def2-TZVPD.

Geometry as XYZ:
```
17
Properties=species:S:1:pos:R:3:lowdin_charge:R:1
C -1.832 0.351 -1.411 -0.11
C -1.713 1.295 -0.474 -0.07
C -0.259 -1.672 -1.261 0.16
C -0.973 -0.730 -1.420 -0.13
C -0.804 1.167 0.677 -0.42
C 0.458 0.289 0.713 -0.70
O -1.652 0.775 1.722 0.01
O 0.632 -0.691 1.385 0.03
S 1.726 1.063 -0.354 0.84
I 4.539 -1.828 0.573 0.53
H -2.583 0.479 -2.224 0.13
H -2.456 2.058 -0.200 0.13
H 0.377 -2.520 -1.311 0.06
H -0.234 2.213 0.817 0.16
H -1.242 0.350 2.468 0.09
H 3.385 -2.809 0.607 -0.41
H 2.632 0.210 -0.307 -0.30
```

Highest occupied orbital energy (alpha / beta), eV: -6.017 / -9.747
Charge: 0
⟨S²⟩: 2.017
Multiplicity: 3
ΔE to the lowest compared entry with this formula, charge and spin, eV: 2.0355
LUMO energy (alpha / beta), eV: 0.5 / -2.7

***

Here is a structure of composition C6H7LiO6Y at a distorted geometry from the OMol25 dataset. Energies are from wB97M-V/def2-TZVPD.

Geometry as XYZ:
```
21
Properties=species:S:1:pos:R:3:lowdin_charge:R:1
Y -1.879 1.709 -3.308 2.40
O -0.703 0.089 -2.111 -0.03
O 0.444 0.973 0.373 0.00
C 0.230 2.369 0.543 -0.10
C -1.224 2.629 0.188 -0.06
O -1.505 1.711 -0.893 -0.16
C -0.706 0.574 -0.944 -0.49
H 0.424 2.652 1.585 0.17
H 0.882 2.898 -0.166 0.15
H -1.404 3.646 -0.168 0.15
H -1.922 2.366 0.991 0.16
Li 3.328 -4.630 0.056 0.88
O 3.017 -2.912 1.097 0.03
O 1.334 -1.575 0.493 0.12
C 0.000 -1.576 0.373 -0.07
C -0.714 -0.284 0.303 -0.06
O 1.686 -3.580 -0.545 -0.01
C 2.113 -2.753 0.270 -0.72
H -0.258 -2.540 0.846 0.18
H -1.372 -1.646 0.407 0.27
H -1.768 -0.119 0.612 0.18
```

Highest occupied orbital energy (alpha / beta), eV: -18.008 / -18.015
Charge: +3
Multiplicity: 1
ΔE to the lowest compared entry with this formula, charge and spin, eV: 5.1484
LUMO energy (alpha / beta), eV: -15.0 / -15.0